Entry 1:
DFT (ωB97M-V/def2-TZVPD) results for one molecule with the formula C4H5N3.

Last column: natural (NBO) charge in e.
Atoms and positions in Å:
1 N 2.28 -0.29 0.01  -0.80
2 C 0.94 -0.10 -0.14  0.55
3 N 0.04 -1.00 -0.06  -0.50
4 C -1.36 -0.58 -0.09  -0.24
5 C -1.55 0.80 0.56  -0.41
6 C -0.52 1.47 0.09  0.41
7 N 0.55 1.27 -0.50  -0.50
8 H 2.88 0.38 -0.44  0.40
9 H 2.59 -1.25 0.02  0.40
10 H -1.96 -1.32 0.44  0.23
11 H -2.24 1.02 1.36  0.24
12 H -1.71 -0.55 -1.13  0.21

Values from the calculation:
LUMO energy   -0.19 eV
SMILES   NC1=NCC=C=N1
ΔE to the lowest compared entry with this formula, charge and spin   301.9 kJ/mol
HOMO-LUMO gap   0.3173 hartree

Entry 2:
DFT (ωB97M-V/def2-TZVPD) results for a 9-piece molecular cluster, C18H33Cl6N6 overall at a distorted geometry.

Last column: natural (NBO) charge in e.
Atoms and positions in Å:
1 C -4.55 1.95 3.28  -0.65
2 C -5.94 1.70 2.71  -0.22
3 N -5.86 1.33 1.33  -0.29
4 C -6.48 1.79 0.10  -0.06
5 C -5.77 1.17 -0.95  -0.03
6 N -4.87 0.30 -0.48  -0.28
7 C -4.80 0.55 0.85  0.29
8 C -4.03 -0.57 -1.31  -0.44
9 H -4.06 2.84 2.88  0.26
10 H -3.80 1.18 3.12  0.24
11 H -4.53 2.04 4.37  0.23
12 H -6.66 2.52 2.85  0.23
13 H -6.20 0.73 3.14  0.22
14 H -7.29 2.50 0.06  0.24
15 H -6.04 1.05 -1.99  0.24
16 H -4.24 -0.06 1.54  0.25
17 H -4.65 -1.36 -1.74  0.23
18 H -3.16 -1.06 -0.87  0.28
19 H -3.65 -0.01 -2.16  0.25
20 C 1.33 0.56 3.28  -0.64
21 C 2.17 1.47 2.37  -0.23
22 N 3.41 0.92 1.81  -0.29
23 C 3.38 -0.15 0.88  0.03
24 C 4.77 -0.41 0.71  -0.03
25 N 5.57 0.37 1.54  -0.29
26 C 4.73 1.17 2.24  0.20
27 C 7.04 0.23 1.66  -0.43
28 H 0.27 0.79 3.39  0.26
29 H 1.59 0.73 4.32  0.19
30 H 1.55 -0.51 3.15  0.25
31 H 2.37 2.46 2.78  0.22
32 H 1.58 1.63 1.46  0.26
33 H 2.58 -0.49 0.24  0.28
34 H 5.36 -1.11 0.15  0.26
35 H 4.83 1.88 3.05  0.23
36 H 7.51 0.89 2.39  0.23
37 H 7.54 -0.04 0.74  0.26
38 H 7.16 -0.65 2.29  0.22
39 C -0.65 -0.54 0.65  -0.64
40 C -0.52 0.12 -0.67  -0.21
41 N 0.36 -0.65 -1.56  -0.33
42 C 1.14 -1.76 -1.26  -0.11
43 C 1.74 -2.24 -2.43  0.00
44 N 1.27 -1.46 -3.47  -0.25
45 C 0.47 -0.45 -2.96  0.18
46 C 1.69 -1.56 -4.90  -0.44
47 H -1.41 0.08 1.13  0.21
48 H 0.28 -0.49 1.22  0.22
49 H -1.11 -1.52 0.52  0.26
50 H -0.21 1.17 -0.63  0.24
51 H -1.37 0.19 -1.35  0.18
52 H 1.22 -2.15 -0.25  0.27
53 H 2.42 -3.08 -2.56  0.34
54 H -0.08 0.30 -3.51  0.24
55 H 2.76 -1.36 -4.86  0.30
56 H 1.09 -0.85 -5.47  0.24
57 H 1.57 -2.52 -5.40  0.27
58 Cl 4.98 -0.46 -6.63  -0.99
59 Cl -0.25 -4.06 1.65  -0.98
60 Cl 1.21 1.31 -7.38  -0.99
61 Cl 4.00 -4.03 -5.11  -0.98
62 Cl -1.17 3.28 1.07  -0.98
63 Cl 2.40 -5.61 -1.02  -0.99

Values from the calculation:
LUMO energy   3.24 eV
ΔE to the lowest compared entry with this formula, charge and spin   0.0 kJ/mol
Net charge   -3
HOMO-LUMO gap   0.0442 hartree

Entry 3:
DFT (ωB97M-V/def2-TZVPD) results for C2H2O3Pr as an isolated structure at a distorted geometry.

Last column: natural (NBO) charge in e.
Atoms and positions in Å:
1 H -1.20 0.27 1.46  0.32
2 O -0.89 -1.55 0.56  -0.05
3 O 0.33 -1.51 -0.21  -0.18
4 C -0.91 -0.11 0.48  0.35
5 C 0.04 -0.24 -0.55  0.19
6 Pr 2.99 0.06 -0.56  2.50
7 O 0.00 1.34 -0.18  -0.69
8 H -0.35 1.75 -0.99  0.56

Values from the calculation:
LUMO energy (spin up / spin down)   -18.80 / -17.33 eV
Expectation value of S²   2.335
Net charge   +3
Spin multiplicity   3
HOMO-LUMO gap (spin up / spin down)   0.1560 / 0.1996 hartree

Entry 4:
DFT (ωB97M-V/def2-TZVPD) results for a 14-piece molecular cluster, C5H38N2O14 overall at a distorted geometry.

Last column: natural (NBO) charge in e.
Atoms and positions in Å:
1 C 0.07 -2.48 -0.75  -0.22
2 N -0.86 -2.08 -1.78  -0.62
3 C -0.58 -0.95 -2.50  0.55
4 O 0.34 -0.20 -2.34  -0.68
5 C -0.82 -3.26 0.24  -0.06
6 C 0.02 -4.57 0.48  -0.63
7 N -0.85 -2.21 1.43  -0.68
8 C -1.88 -2.57 2.42  -0.45
9 H 0.59 -1.79 -0.20  0.21
10 H 0.91 -3.21 -1.05  0.21
11 H -1.76 -2.44 -1.78  0.42
12 H -1.28 -0.66 -3.33  0.13
13 H -1.84 -3.56 0.16  0.21
14 H -0.46 -5.35 0.82  0.20
15 H 0.76 -4.88 -0.36  0.22
16 H 0.64 -4.45 1.36  0.22
17 H 0.09 -2.16 1.80  0.40
18 H -1.52 -3.54 2.96  0.18
19 H -3.01 -2.88 2.10  0.22
20 H -1.98 -1.77 3.22  0.22
21 H 1.51 4.46 -2.23  0.51
22 H 0.13 5.14 -2.39  0.47
23 O 0.55 4.40 -1.97  -0.98
24 H -1.42 0.59 -0.35  0.49
25 H -1.38 -0.66 0.77  0.51
26 O -1.71 0.26 0.45  -1.05
27 H -4.48 1.27 1.85  0.48
28 H -3.91 0.23 0.85  0.47
29 O -3.98 0.43 1.82  -0.95
30 H 1.73 3.77 0.18  0.51
31 H 3.19 4.28 0.08  0.45
32 O 2.58 3.94 -0.32  -0.98
33 H 3.42 -1.02 -2.91  0.46
34 H 2.47 -0.78 -1.85  0.47
35 O 3.28 -1.11 -2.00  -0.93
36 H 3.26 1.33 1.79  0.47
37 H 4.80 1.50 1.46  0.48
38 O 3.99 1.94 1.67  -0.95
39 H 2.55 -0.92 1.62  0.50
40 H 2.91 -1.00 3.23  0.48
41 O 2.83 -1.44 2.35  -0.99
42 H 1.52 1.01 1.01  0.49
43 H 0.55 -0.01 0.26  0.50
44 O 1.39 0.13 0.77  -0.99
45 H -3.26 -0.63 -1.22  0.49
46 H -3.54 -0.15 -2.77  0.49
47 O -3.59 -0.96 -2.16  -0.97
48 H 2.10 1.99 -3.06  0.46
49 H 2.86 2.76 -2.10  0.48
50 O 3.01 2.32 -2.93  -0.95
51 H 0.01 2.70 0.45  0.50
52 H 0.03 3.31 1.94  0.51
53 O 0.50 3.08 1.17  -0.98
54 H -1.43 3.04 -1.27  0.49
55 H -0.68 1.99 -1.95  0.49
56 O -1.53 2.07 -1.54  -0.97
57 H -2.38 1.53 1.46  0.51
58 H -2.09 1.92 2.91  0.46
59 O -2.36 2.31 2.05  -1.00

Values from the calculation:
LUMO energy   0.15 eV
ΔE to the lowest compared entry with this formula, charge and spin   767.8 kJ/mol
HOMO-LUMO gap   0.3691 hartree

Entry 5:
DFT (ωB97M-V/def2-TZVPD) results for C3H6N2O as an isolated structure.

Last column: natural (NBO) charge in e.
Atoms and positions in Å:
1 C 0.02 -0.43 0.10  0.17
2 C -0.03 1.09 0.13  -0.11
3 N -1.02 -1.06 -0.50  -0.75
4 O -0.82 1.52 1.23  -0.70
5 C 1.61 -0.55 -1.12  -0.03
6 N 2.06 -1.42 -0.48  -0.46
7 H -0.27 1.54 2.03  0.47
8 H 0.32 -0.88 1.03  0.22
9 H -1.05 -2.07 -0.43  0.40
10 H -1.31 -0.71 -1.40  0.39
11 H 0.98 1.51 0.18  0.21
12 H -0.50 1.47 -0.77  0.19

Values from the calculation:
LUMO energy   0.19 eV
ΔE to the lowest compared entry with this formula, charge and spin   328.4 kJ/mol
HOMO-LUMO gap   0.3788 hartree

Entry 6:
DFT (ωB97M-V/def2-TZVPD) results for an isolated ion of composition H4NO2SSi and charge -1 at a distorted geometry.

Last column: natural (NBO) charge in e.
Atoms and positions in Å:
1 N 2.14 -1.26 0.48  -1.24
2 O 1.18 1.00 -0.84  -1.19
3 O 3.37 0.83 0.64  -1.03
4 Si -0.25 0.65 -0.34  1.25
5 S 2.61 0.00 -0.30  1.59
6 H 2.60 -1.33 1.39  0.35
7 H -1.14 1.87 -0.22  -0.26
8 H -1.01 -0.22 -1.35  -0.26
9 H -0.06 -0.05 0.87  -0.21

Values from the calculation:
LUMO energy   4.04 eV
ΔE to the lowest compared entry with this formula, charge and spin   97.1 kJ/mol
Net charge   -1
HOMO-LUMO gap   0.2891 hartree

Entry 7:
DFT (ωB97M-V/def2-TZVPD) results for a 2-piece molecular cluster, C4H14N2OS overall at a distorted geometry.

Last column: natural (NBO) charge in e.
Atoms and positions in Å:
1 C 1.64 -1.09 1.02  -0.21
2 N 0.68 -0.55 1.97  -0.65
3 C -0.65 -1.15 1.92  -0.05
4 N -1.64 -0.18 1.40  -0.87
5 C 1.37 -0.60 -0.45  -0.44
6 C 1.99 0.76 -0.69  -0.48
7 S 1.22 1.47 -2.24  -0.08
8 H 2.64 -0.70 1.21  0.19
9 H 1.66 -2.17 1.03  0.19
10 H 0.65 0.45 1.86  0.36
11 H -0.93 -1.41 2.93  0.17
12 H -0.62 -1.99 1.23  0.17
13 H -2.16 -0.59 0.64  0.38
14 H -2.18 0.22 2.14  0.37
15 H 1.78 -1.32 -1.14  0.21
16 H 0.31 -0.64 -0.66  0.21
17 H 1.86 1.53 0.05  0.21
18 H 3.04 0.73 -0.95  0.22
19 H -0.04 1.39 -1.78  0.12
20 H -4.70 0.76 -0.82  0.48
21 H -4.58 -0.78 -0.77  0.47
22 O -4.10 0.04 -0.58  -0.95

Values from the calculation:
LUMO energy   0.56 eV
SMILES   NCNCCCS.O
ΔE to the lowest compared entry with this formula, charge and spin   70.6 kJ/mol
HOMO-LUMO gap   0.3228 hartree

What did the third record say?
DFT (ωB97M-V/def2-TZVPD) results for C2H2O3Pr as an isolated structure at a distorted geometry.

Last column: natural (NBO) charge in e.
Atoms and positions in Å:
1 H -1.20 0.27 1.46  0.32
2 O -0.89 -1.55 0.56  -0.05
3 O 0.33 -1.51 -0.21  -0.18
4 C -0.91 -0.11 0.48  0.35
5 C 0.04 -0.24 -0.55  0.19
6 Pr 2.99 0.06 -0.56  2.50
7 O 0.00 1.34 -0.18  -0.69
8 H -0.35 1.75 -0.99  0.56

Values from the calculation:
LUMO energy (spin up / spin down)   -18.80 / -17.33 eV
Expectation value of S²   2.335
Net charge   +3
Spin multiplicity   3
HOMO-LUMO gap (spin up / spin down)   0.1560 / 0.1996 hartree